No. 1
12 unconnected molecules or ions with the total composition C38H76O34S10 in a non-equilibrium geometry. Source: OMol25; level of theory: ωB97M-V with the def2-TZVPD basis set.

The electronic energy is -8033.05917 Eh.

Last column: Löwdin charge in e.
CARTESIAN COORDINATES (ANGSTROEM)
C  -0.203  -0.401  11.124  -0.05
C  -0.350  -0.148  12.618  -0.33
O  0.573  -0.916  13.310  -0.25
S  0.639  -0.675  14.901  0.67
C  1.819  0.687  14.928  -0.12
O  -0.698  -0.342  15.359  -0.29
O  1.355  -1.813  15.568  -0.31
H  -0.703  0.374  10.542  0.08
H  -0.638  -1.362  10.851  0.08
H  0.847  -0.267  10.865  0.08
H  -0.417  0.857  13.034  0.11
H  -1.356  -0.459  12.898  0.11
H  2.675  0.171  14.493  0.07
H  2.133  0.943  15.940  0.07
H  1.473  1.570  14.392  0.07
C  10.704  3.214  -10.107  -0.09
C  11.065  2.226  -9.100  -0.31
O  10.017  1.379  -8.675  -0.25
S  9.010  1.977  -7.531  0.64
C  7.490  1.311  -8.303  -0.11
O  9.219  1.311  -6.277  -0.28
O  8.894  3.409  -7.636  -0.29
H  10.158  2.809  -10.958  0.09
H  11.464  3.798  -10.627  0.09
H  10.015  3.923  -9.648  0.07
H  11.794  1.514  -9.486  0.13
H  11.554  2.649  -8.223  0.13
H  7.559  1.286  -9.390  0.07
H  6.561  1.802  -8.012  0.07
H  7.456  0.330  -7.830  0.06
C  -5.809  -7.758  -7.117  -0.08
C  -4.776  -7.645  -6.017  -0.29
O  -3.819  -6.606  -6.154  -0.27
S  -4.102  -5.141  -5.401  0.67
C  -4.196  -5.652  -3.640  -0.11
O  -3.036  -4.210  -5.733  -0.27
O  -5.477  -4.765  -5.724  -0.31
H  -6.322  -6.836  -7.392  0.07
H  -6.467  -8.598  -6.896  0.08
H  -5.426  -7.947  -8.120  0.08
H  -5.182  -7.516  -5.013  0.09
H  -4.234  -8.584  -6.125  0.12
H  -4.284  -4.725  -3.074  0.07
H  -3.221  -6.115  -3.491  0.07
H  -5.036  -6.295  -3.377  0.06
C  0.500  0.397  1.923  -0.06
C  0.713  0.412  0.430  -0.34
O  1.016  -0.854  -0.032  -0.25
S  2.136  -1.078  -1.261  0.67
C  3.654  -0.763  -0.350  -0.12
O  2.137  -2.455  -1.690  -0.28
O  2.028  0.038  -2.216  -0.31
H  -0.445  -0.069  2.200  0.08
H  0.535  1.396  2.358  0.08
H  1.211  -0.273  2.407  0.08
H  -0.193  0.775  -0.055  0.12
H  1.392  1.205  0.117  0.11
H  3.625  -1.471  0.479  0.07
H  3.550  0.281  -0.057  0.06
H  4.499  -0.868  -1.031  0.08
C  2.206  -4.323  -9.373  -0.04
C  1.572  -3.962  -10.789  -0.28
O  1.649  -2.564  -10.841  -0.29
S  0.462  -1.722  -11.723  0.67
C  0.624  -0.051  -11.080  -0.10
O  0.872  -1.782  -13.115  -0.30
O  -0.837  -2.261  -11.364  -0.30
H  1.604  -3.800  -8.630  0.08
H  3.256  -4.032  -9.403  0.07
H  2.154  -5.389  -9.149  0.07
H  2.032  -4.408  -11.671  0.12
H  0.554  -4.349  -10.816  0.11
H  0.062  0.641  -11.707  0.08
H  1.708  0.033  -11.011  0.07
H  0.172  -0.193  -10.098  0.07
C  -8.637  -0.939  6.997  -0.06
C  -9.968  -0.156  6.786  -0.32
O  -10.853  -0.520  7.780  -0.26
S  -10.933  0.547  9.107  0.69
C  -11.582  2.048  8.322  -0.10
O  -11.952  0.043  10.027  -0.29
O  -9.597  0.826  9.579  -0.29
H  -8.632  -2.021  6.864  0.08
H  -8.425  -0.819  8.059  0.06
H  -7.740  -0.561  6.507  0.07
H  -9.962  0.916  6.586  0.11
H  -10.271  -0.514  5.802  0.11
H  -11.971  1.699  7.365  0.07
H  -10.817  2.823  8.351  0.08
H  -12.456  2.197  8.955  0.06
O  3.166  8.986  -0.140  -0.25
S  3.743  7.626  0.018  0.80
O  3.209  6.732  1.029  -0.25
O  3.878  6.764  -1.441  -0.20
C  5.240  6.388  -1.675  -0.19
C  6.063  6.573  -0.388  -0.20
O  5.455  7.724  0.119  -0.22
H  5.291  5.313  -1.850  0.12
H  5.651  6.862  -2.566  0.13
H  7.144  6.632  -0.514  0.14
H  5.844  5.798  0.347  0.12
O  -1.403  8.195  10.088  -0.25
S  -2.511  7.216  10.039  0.81
O  -2.458  6.072  9.113  -0.25
O  -2.938  6.707  11.596  -0.19
C  -4.283  6.557  11.662  -0.24
C  -4.817  7.856  10.954  -0.21
O  -3.982  8.038  9.884  -0.20
H  -4.711  5.637  11.264  0.13
H  -4.655  6.600  12.686  0.13
H  -4.788  8.767  11.553  0.13
H  -5.819  7.673  10.566  0.13
O  6.934  -10.919  -5.488  -0.22
S  7.962  -9.983  -5.096  0.69
O  9.319  -10.509  -5.138  -0.25
O  7.828  -8.476  -5.664  -0.18
C  8.208  -7.540  -4.651  -0.20
C  8.212  -8.121  -3.304  -0.17
O  7.758  -9.480  -3.550  -0.20
H  9.227  -7.236  -4.891  0.13
H  7.596  -6.638  -4.629  0.14
H  7.521  -7.623  -2.623  0.13
H  9.201  -7.944  -2.882  0.13
O  -5.571  5.915  3.851  -0.26
S  -5.234  6.247  2.455  0.76
O  -5.215  5.101  1.559  -0.25
O  -6.261  7.419  1.842  -0.20
C  -5.745  8.722  2.033  -0.20
C  -4.285  8.577  1.929  -0.20
O  -3.910  7.264  2.324  -0.19
H  -6.202  9.278  1.215  0.14
H  -5.984  9.145  3.009  0.13
H  -3.658  9.186  2.580  0.14
H  -3.951  8.750  0.905  0.13
C  -3.224  5.005  -4.889  -0.12
C  -4.099  6.100  -4.763  -0.09
C  -5.469  5.955  -4.988  -0.09
C  -5.956  4.684  -5.345  -0.08
C  -5.045  3.618  -5.576  -0.07
C  -3.687  3.833  -5.352  -0.13
H  -2.172  5.074  -4.654  0.10
H  -3.542  6.913  -4.321  0.09
H  -6.221  6.724  -4.886  0.09
H  -7.018  4.493  -5.386  0.09
H  -5.359  2.624  -5.859  0.10
H  -2.967  3.041  -5.495  0.10
C  4.131  -9.333  2.844  -0.09
C  3.280  -9.674  1.761  -0.05
C  2.451  -8.615  1.243  -0.10
C  2.579  -7.401  1.780  -0.13
C  3.219  -7.152  2.985  -0.10
C  4.105  -8.075  3.434  -0.11
H  4.823  -10.075  3.215  0.09
H  3.165  -10.677  1.378  0.09
H  1.983  -8.850  0.298  0.10
H  1.828  -6.729  1.392  0.10
H  3.036  -6.199  3.460  0.10
H  4.720  -7.979  4.316  0.10

=====

No. 2
A molecular structure, C38H76O51S9 in a non-equilibrium geometry. Source: OMol25; level of theory: ωB97M-V with the def2-TZVPD basis set.

The calculation puts the energy relative to the best compared isomer or geometry (same formula, charge and spin) at 5.385 eV.

Last column: Löwdin charge in e.
CARTESIAN COORDINATES (ANGSTROEM)
C  -18.878  15.767  -5.915  -0.06
C  -17.841  14.762  -5.415  -0.18
O  -16.707  15.470  -4.899  0.05
C  -16.701  15.778  -3.602  -0.52
O  -17.525  15.496  -2.768  0.08
O  -15.599  16.450  -3.354  0.02
C  -15.392  17.218  -2.176  -0.01
H  -18.537  16.677  -6.401  0.08
H  -19.404  16.161  -5.035  0.08
H  -19.699  15.281  -6.444  0.08
H  -17.521  14.217  -6.301  0.12
H  -18.232  14.126  -4.625  0.12
H  -15.469  16.630  -1.265  0.06
H  -16.224  17.928  -2.161  0.10
H  -14.452  17.751  -2.252  0.11
C  -14.275  15.273  4.069  -0.05
C  -14.369  15.507  2.564  -0.17
O  -13.100  15.131  2.026  0.06
C  -12.831  15.433  0.776  -0.61
O  -13.532  15.987  -0.034  0.12
O  -11.613  14.980  0.475  -0.02
C  -11.107  15.203  -0.839  -0.03
H  -13.527  15.908  4.545  0.09
H  -14.218  14.239  4.403  0.05
H  -15.217  15.662  4.472  0.06
H  -14.590  16.553  2.351  0.12
H  -15.165  14.854  2.195  0.12
H  -10.858  16.242  -1.043  0.08
H  -11.810  14.744  -1.536  0.08
H  -10.200  14.613  -0.953  0.05
C  -16.484  19.084  4.093  -0.05
C  -17.631  18.152  4.469  -0.21
O  -18.846  18.693  3.986  0.04
C  -19.981  18.471  4.631  -0.61
O  -20.107  17.749  5.595  0.12
O  -20.940  19.142  4.044  0.01
C  -22.283  19.111  4.447  -0.04
H  -15.581  18.854  4.655  0.07
H  -16.667  20.154  4.166  0.09
H  -16.251  18.879  3.042  0.06
H  -17.532  18.145  5.557  0.12
H  -17.570  17.162  4.018  0.12
H  -22.851  19.918  3.997  0.09
H  -22.344  19.142  5.538  0.10
H  -22.703  18.148  4.139  0.10
C  -11.190  11.774  0.543  -0.02
C  -12.367  11.148  -0.253  -0.18
O  -12.609  9.812  0.121  0.07
C  -13.042  8.909  -0.726  -0.60
O  -13.160  9.028  -1.923  0.11
O  -13.301  7.792  -0.029  0.01
C  -13.644  6.661  -0.818  -0.05
H  -11.573  12.081  1.516  0.06
H  -10.703  12.610  0.051  0.06
H  -10.499  10.958  0.771  0.09
H  -12.156  11.265  -1.313  0.11
H  -13.151  11.815  0.097  0.10
H  -14.327  6.952  -1.616  0.09
H  -14.160  5.892  -0.249  0.09
H  -12.746  6.227  -1.258  0.10
C  -13.593  13.783  -3.246  -0.05
C  -13.245  14.979  -4.116  -0.18
O  -12.084  14.640  -4.898  0.05
C  -11.703  15.386  -5.898  -0.61
O  -12.126  16.508  -6.096  0.13
O  -10.755  14.788  -6.597  -0.03
C  -10.243  15.417  -7.756  -0.03
H  -14.006  14.083  -2.286  0.06
H  -12.675  13.237  -3.012  0.06
H  -14.185  13.126  -3.883  0.10
H  -13.136  15.889  -3.530  0.12
H  -14.009  15.161  -4.869  0.12
H  -9.293  14.955  -8.012  0.09
H  -10.007  16.461  -7.539  0.10
H  -10.887  15.432  -8.634  0.10
C  -11.378  18.552  1.536  -0.17
C  -11.369  19.369  0.278  -0.20
O  -12.249  20.423  0.540  -0.18
S  -13.540  19.925  1.385  0.68
O  -14.596  19.505  0.515  -0.23
O  -13.851  20.781  2.490  -0.21
O  -12.749  18.556  1.912  -0.20
H  -10.760  18.931  2.356  0.14
H  -10.922  17.578  1.342  0.12
H  -11.743  18.776  -0.563  0.13
H  -10.372  19.714  0.011  0.13
C  -6.635  19.172  -2.702  -0.15
C  -6.868  18.756  -1.247  -0.20
O  -7.394  17.471  -1.300  -0.22
S  -8.438  17.394  -2.554  0.68
O  -9.629  18.110  -2.193  -0.23
O  -8.514  16.053  -3.045  -0.20
O  -7.536  18.383  -3.505  -0.19
H  -5.632  18.878  -3.017  0.13
H  -6.734  20.240  -2.877  0.13
H  -7.538  19.499  -0.802  0.13
H  -5.924  18.707  -0.707  0.14
C  -10.059  13.126  3.619  -0.19
C  -9.982  14.061  4.820  -0.14
O  -11.235  13.888  5.505  -0.21
S  -11.844  12.394  5.205  0.66
O  -13.140  12.614  4.636  -0.24
O  -11.682  11.552  6.347  -0.22
O  -10.728  12.007  4.115  -0.17
H  -9.060  12.894  3.264  0.12
H  -10.615  13.600  2.804  0.12
H  -9.839  15.117  4.600  0.14
H  -9.218  13.765  5.545  0.13
C  -16.053  12.581  -1.224  -0.18
C  -16.163  11.037  -1.277  -0.14
O  -16.405  10.682  0.074  -0.18
S  -16.106  11.871  1.142  0.66
O  -15.115  11.466  2.092  -0.21
O  -17.351  12.411  1.639  -0.22
O  -15.462  12.845  0.020  -0.20
H  -17.064  12.957  -1.395  0.13
H  -15.351  12.944  -1.973  0.08
H  -15.229  10.615  -1.662  0.11
H  -16.938  10.630  -1.923  0.14
C  -17.636  15.967  -0.904  -0.25
C  -17.512  17.397  -0.354  -0.13
O  -18.459  17.448  0.746  -0.20
S  -19.465  16.189  0.764  0.65
O  -20.551  16.288  -0.161  -0.22
O  -19.703  15.738  2.103  -0.22
O  -18.355  15.243  0.077  -0.18
H  -16.650  15.524  -1.048  0.12
H  -18.206  15.863  -1.828  0.03
H  -17.960  18.055  -1.099  0.13
H  -16.563  17.725  0.057  0.11
C  -18.670  13.748  4.056  -0.20
C  -19.397  14.752  4.959  -0.18
O  -19.546  14.167  6.245  -0.18
S  -19.140  12.607  6.214  0.66
O  -20.267  11.839  5.770  -0.23
O  -18.412  12.223  7.385  -0.23
O  -18.109  12.827  4.972  -0.20
H  -17.943  14.173  3.372  0.11
H  -19.393  13.220  3.428  0.12
H  -20.352  15.042  4.529  0.12
H  -18.792  15.646  5.114  0.10
C  -15.384  13.757  7.349  -0.17
C  -14.085  14.354  7.874  -0.17
O  -14.438  15.637  8.417  -0.18
S  -15.620  16.277  7.445  0.64
O  -15.012  17.004  6.373  -0.25
O  -16.626  16.931  8.199  -0.20
O  -16.116  14.871  6.917  -0.18
H  -15.907  13.183  8.114  0.13
H  -15.065  12.968  6.663  0.13
H  -13.226  14.459  7.209  0.11
H  -13.680  13.672  8.626  0.14
C  -6.349  13.429  1.808  -0.17
C  -5.378  14.505  1.304  -0.17
O  -6.137  15.487  0.640  -0.18
S  -7.756  15.143  0.605  0.67
O  -8.109  14.446  -0.582  -0.21
O  -8.509  16.296  0.978  -0.21
O  -7.609  14.058  1.807  -0.22
H  -6.270  13.109  2.849  0.14
H  -6.373  12.509  1.215  0.14
H  -4.622  14.070  0.652  0.13
H  -4.830  14.826  2.193  0.13
C  -8.137  13.283  -5.127  -0.15
C  -9.253  12.390  -5.634  -0.16
O  -9.412  11.381  -4.632  -0.18
S  -9.260  12.081  -3.163  0.66
O  -8.510  11.237  -2.280  -0.22
O  -10.529  12.562  -2.712  -0.24
O  -8.332  13.290  -3.706  -0.21
H  -8.184  14.287  -5.544  0.12
H  -7.106  12.943  -5.248  0.13
H  -9.091  11.900  -6.589  0.14
H  -10.161  12.996  -5.662  0.10